1.
ORCA calculation (ωB97M-V with the def2-TZVPD basis set) on a molecular structure, C31H57AlBGeN6 in a non-equilibrium geometry.

Last column: Löwdin charge in e.
Geometry (Å):
1 Al -15.86 -7.89 1.52  0.384
2 C -14.75 -8.48 4.97  -0.044
3 C -14.91 -9.89 4.46  -0.355
4 C -16.30 -10.51 4.62  -0.026
5 C -14.36 -10.05 3.08  -0.212
6 C -13.49 -11.05 2.63  0.083
7 C -13.12 -10.70 1.36  -0.202
8 C -12.32 -11.53 0.47  -0.333
9 C -10.94 -10.92 0.19  -0.045
10 C -13.05 -11.91 -0.82  -0.030
11 N -13.78 -9.58 1.03  0.107
12 N -14.58 -9.23 2.09  0.106
13 B -13.56 -8.58 -0.09  -0.524
14 N -13.38 -7.19 0.56  0.103
15 N -14.52 -6.62 1.12  0.100
16 C -14.19 -5.35 1.48  -0.199
17 C -12.84 -5.15 1.20  0.069
18 C -12.36 -6.33 0.64  -0.175
19 C -10.91 -6.60 0.32  -0.336
20 C -10.62 -6.82 -1.16  -0.040
21 C -10.37 -7.66 1.31  -0.023
22 C -15.13 -4.36 2.08  -0.363
23 C -15.23 -4.52 3.58  -0.050
24 C -16.51 -4.28 1.41  -0.057
25 N -14.80 -8.59 -1.02  0.108
26 N -16.03 -8.48 -0.34  0.112
27 C -17.01 -8.56 -1.29  -0.228
28 C -16.44 -8.74 -2.52  0.063
29 C -15.05 -8.69 -2.32  -0.149
30 C -14.09 -8.43 -3.49  -0.338
31 C -12.94 -9.45 -3.57  -0.067
32 C -13.57 -7.00 -3.59  -0.048
33 C -18.47 -8.36 -1.06  -0.319
34 C -18.91 -9.30 0.08  -0.045
35 C -18.74 -6.84 -0.96  -0.033
36 H -15.11 -8.47 6.01  0.100
37 H -13.70 -8.18 5.00  0.092
38 H -15.25 -7.69 4.36  0.049
39 H -14.27 -10.51 5.04  0.127
40 H -17.06 -9.91 4.13  0.050
41 H -16.28 -11.51 4.19  0.093
42 H -16.61 -10.56 5.65  0.086
43 H -13.09 -11.90 3.16  0.131
44 H -12.21 -12.52 0.97  0.155
45 H -10.92 -10.12 -0.52  0.052
46 H -10.47 -10.58 1.11  0.083
47 H -10.23 -11.65 -0.20  0.091
48 H -13.20 -11.02 -1.45  0.050
49 H -12.53 -12.66 -1.35  0.082
50 H -14.04 -12.28 -0.64  0.084
51 H -12.62 -8.84 -0.74  0.107
52 H -12.34 -4.20 1.34  0.132
53 H -10.48 -5.64 0.62  0.135
54 H -10.91 -7.81 -1.51  0.061
55 H -11.12 -6.02 -1.65  0.071
56 H -9.54 -6.71 -1.33  0.095
57 H -11.11 -8.46 1.34  0.053
58 H -9.44 -7.97 0.90  0.073
59 H -10.18 -7.21 2.31  0.104
60 H -14.68 -3.36 1.85  0.153
61 H -15.87 -5.38 3.83  0.050
62 H -14.26 -4.60 4.08  0.093
63 H -15.78 -3.63 3.97  0.101
64 H -17.12 -5.18 1.49  0.018
65 H -17.03 -3.37 1.75  0.101
66 H -16.35 -4.16 0.34  0.088
67 H -16.90 -8.83 -3.46  0.112
68 H -14.76 -8.64 -4.39  0.155
69 H -12.29 -9.45 -2.72  0.031
70 H -13.35 -10.47 -3.79  0.100
71 H -12.31 -9.17 -4.47  0.099
72 H -13.09 -6.65 -2.70  0.050
73 H -12.90 -6.83 -4.47  0.105
74 H -14.44 -6.36 -3.77  0.085
75 H -19.00 -8.73 -1.96  0.149
76 H -18.47 -9.07 1.03  0.016
77 H -20.00 -9.28 0.21  0.093
78 H -18.64 -10.29 -0.20  0.084
79 H -18.39 -6.42 -0.04  0.025
80 H -18.21 -6.37 -1.78  0.086
81 H -19.83 -6.61 -1.03  0.090
82 C -18.91 -5.57 4.62  -0.210
83 Ge -19.19 -6.62 2.94  0.827
84 C -20.10 -5.40 1.63  -0.230
85 C -20.57 -8.08 3.08  -0.213
86 C -17.40 -7.52 2.70  -0.311
87 H -19.81 -4.96 4.82  0.030
88 H -18.19 -4.78 4.36  -0.003
89 H -18.55 -6.11 5.50  0.025
90 H -20.89 -4.96 2.22  0.014
91 H -20.59 -5.97 0.83  -0.005
92 H -19.52 -4.61 1.06  0.038
93 H -21.55 -7.82 2.66  0.020
94 H -20.61 -8.31 4.18  0.031
95 H -20.21 -9.01 2.58  0.005
96 H -17.66 -8.59 2.92  -0.012
97 H -16.88 -7.18 3.59  -0.043

Its charge is +1. For the highest occupied orbital energy, the calculation gives -11.92 eV. The orbital gap is 0.3794 Eh. As for the LUMO energy: -1.6 eV.

2.
ORCA calculation (ωB97M-V with the def2-TZVPD basis set) on a single C10H20N2O4 molecule in a non-equilibrium geometry.

Last column: Löwdin charge in e.
Geometry (Å):
1 C -2.76 -3.67 -1.30  -0.148
2 C -1.60 -3.14 -0.54  -0.271
3 C -1.26 -1.72 -1.09  -0.320
4 C -1.30 -1.67 -2.59  -0.096
5 C 0.09 -1.14 -0.42  -0.297
6 N 0.32 -1.49 0.92  0.022
7 C 0.21 0.35 -0.57  -0.441
8 O -0.31 1.02 -1.43  0.090
9 N 1.07 0.85 0.35  0.134
10 C 1.42 2.25 0.34  -0.218
11 C 2.82 2.47 0.57  -0.503
12 O 3.39 3.41 0.06  0.108
13 O 3.51 1.64 1.35  0.123
14 C 0.47 3.12 1.20  -0.402
15 C 0.51 2.57 2.57  -0.045
16 O 0.84 4.49 1.14  -0.080
17 H -3.48 -2.89 -1.25  0.054
18 H -2.52 -4.03 -2.33  0.097
19 H -3.37 -4.44 -0.73  0.091
20 H -1.76 -3.05 0.63  0.131
21 H -0.65 -3.82 -0.67  0.137
22 H -2.10 -1.09 -0.73  0.147
23 H -2.32 -1.59 -3.02  0.091
24 H -0.73 -2.46 -3.11  0.089
25 H -0.90 -0.74 -3.00  0.069
26 H 0.94 -1.50 -0.93  0.145
27 H 0.40 -2.49 1.21  0.110
28 H -0.57 -1.26 1.43  0.112
29 H 1.41 0.24 1.04  0.104
30 H 1.29 2.70 -0.64  0.161
31 H 4.38 2.10 1.55  0.166
32 H -0.50 3.02 0.70  0.151
33 H 0.02 3.29 3.31  0.113
34 H -0.07 1.63 2.70  0.096
35 H 1.48 2.51 2.99  0.065
36 H 1.62 4.57 0.29  0.215

The relative energy (zero: lowest compared OMol25 entry of this formula, charge and spin) is 257.5 kJ/mol. For the highest occupied orbital energy, the calculation gives -9.56 eV. The orbital gap is 0.3711 Eh. As for the LUMO energy: 0.5 eV. The SMILES is CC[C@H](C)[C@H](N)C(=O)N[C@H](C(=O)O)[C@@H](C)O.

3.
ORCA calculation (ωB97M-V with the def2-TZVPD basis set) on 13 unconnected molecules or ions with the total composition C20H65N4O13 in a non-equilibrium geometry.

Last column: Löwdin charge in e.
Geometry (Å):
1 C 10.36 -11.67 -17.27  -0.079
2 C 9.77 -11.16 -15.99  -0.320
3 O 8.45 -10.73 -16.33  -0.346
4 H 10.43 -10.92 -18.01  0.056
5 H 9.70 -12.36 -17.75  0.072
6 H 11.34 -12.20 -17.20  0.072
7 H 10.26 -10.28 -15.72  0.061
8 H 9.84 -11.96 -15.18  0.111
9 C 12.63 -12.08 -14.04  -0.074
10 C 12.66 -13.46 -14.63  -0.338
11 O 13.79 -13.59 -15.46  -0.108
12 H 12.59 -11.36 -14.84  0.074
13 H 13.55 -11.96 -13.49  0.082
14 H 11.77 -11.98 -13.36  0.056
15 H 11.82 -13.61 -15.33  0.076
16 H 12.54 -14.19 -13.80  0.124
17 H 14.59 -13.66 -14.84  0.143
18 C 11.44 -9.71 -11.91  -0.086
19 C 10.25 -9.12 -12.64  -0.307
20 O 9.22 -8.82 -11.70  -0.075
21 H 11.62 -9.17 -11.04  0.049
22 H 12.33 -9.62 -12.50  0.063
23 H 11.22 -10.80 -11.59  0.098
24 H 9.80 -9.73 -13.45  0.099
25 H 10.57 -8.23 -13.08  0.092
26 H 8.88 -9.62 -11.33  0.047
27 C 9.98 -6.18 -16.70  -0.078
28 C 9.59 -7.50 -16.08  -0.367
29 O 8.55 -8.14 -16.74  -0.095
30 H 10.11 -6.29 -17.80  0.078
31 H 10.80 -5.77 -16.20  0.048
32 H 9.17 -5.42 -16.61  0.077
33 H 9.31 -7.50 -15.00  0.106
34 H 10.48 -8.09 -16.13  0.070
35 H 8.64 -9.11 -16.50  0.036
36 C 5.97 -9.50 -12.55  -0.087
37 C 6.65 -9.62 -13.95  -0.251
38 O 6.95 -11.02 -14.21  -0.117
39 H 6.64 -9.69 -11.66  0.071
40 H 4.99 -10.03 -12.59  0.074
41 H 5.77 -8.45 -12.37  0.056
42 H 7.52 -8.92 -14.01  0.102
43 H 5.93 -9.32 -14.73  0.114
44 H 7.41 -11.06 -15.02  -0.026
45 C 9.50 -8.63 -20.42  -0.071
46 C 10.08 -10.02 -20.75  -0.305
47 O 10.51 -10.13 -22.10  -0.076
48 H 8.56 -8.53 -20.82  0.031
49 H 10.19 -7.84 -20.78  0.093
50 H 9.45 -8.58 -19.31  0.061
51 H 9.46 -10.81 -20.42  0.087
52 H 10.98 -10.04 -20.14  0.070
53 H 10.76 -11.02 -22.36  0.071
54 C 10.66 -15.83 -15.80  -0.091
55 C 9.30 -15.23 -15.69  -0.288
56 O 8.93 -14.91 -17.03  -0.124
57 H 11.34 -15.23 -16.41  0.048
58 H 10.63 -16.84 -16.20  0.083
59 H 11.12 -15.94 -14.82  0.070
60 H 9.30 -14.26 -15.12  0.093
61 H 8.54 -15.89 -15.19  0.129
62 H 8.28 -14.22 -16.93  0.008
63 C 9.87 -15.92 -20.31  -0.619
64 O 10.57 -16.05 -21.50  -0.174
65 N 8.75 -16.50 -20.06  0.172
66 N 10.38 -15.32 -19.25  0.157
67 H 8.27 -17.01 -20.79  0.127
68 H 8.34 -16.43 -19.17  0.086
69 H 11.12 -14.65 -19.50  0.024
70 H 9.93 -15.08 -18.36  0.055
71 C 12.91 -13.35 -19.11  -0.581
72 O 13.06 -11.96 -18.99  -0.113
73 N 12.33 -13.86 -20.12  0.148
74 N 13.30 -14.18 -18.15  0.172
75 H 12.00 -13.18 -20.75  0.124
76 H 12.68 -14.63 -20.62  0.121
77 H 13.37 -13.78 -17.15  0.091
78 H 13.09 -15.19 -18.13  0.121
79 C 6.58 -13.40 -15.98  -0.128
80 O 7.26 -12.90 -17.14  -0.120
81 H 5.75 -12.85 -15.63  0.069
82 H 7.22 -13.51 -15.11  0.062
83 H 6.20 -14.38 -16.12  0.078
84 H 7.82 -12.16 -16.86  0.008
85 C 6.84 -10.17 -18.97  -0.184
86 O 6.18 -10.11 -17.76  -0.105
87 H 6.34 -10.55 -19.85  0.076
88 H 7.79 -10.72 -18.86  0.064
89 H 7.14 -9.15 -19.20  0.060
90 H 6.84 -10.36 -17.12  0.009
91 C 12.28 -8.78 -18.05  -0.184
92 O 12.42 -9.55 -16.92  -0.117
93 H 12.62 -9.36 -18.91  0.073
94 H 12.84 -7.89 -17.87  0.082
95 H 11.27 -8.46 -18.25  0.046
96 H 11.88 -10.33 -16.99  0.005
97 C 9.03 -13.30 -12.44  -0.135
98 O 8.74 -11.94 -12.16  -0.129
99 H 9.30 -13.76 -11.51  0.079
100 H 9.89 -13.32 -13.08  0.042
101 H 8.18 -13.76 -12.89  0.068
102 H 8.78 -11.52 -13.02  0.031

The relative energy (zero: lowest compared OMol25 entry of this formula, charge and spin) is 0.0 kJ/mol. Its charge is -1. For the highest occupied orbital energy, the calculation gives -6.16 eV. The orbital gap is 0.3026 Eh. As for the LUMO energy: 2.1 eV.